#i
Below is the molecule CH3NO2, with properties calculated with ωB97M-V/def2-TZVPD.

As for the spin multiplicity: 1. The HOMO energy comes out at -0.3848 hartree. The charge is 0. As for the SMILES: CON=O. For the HOMO-LUMO gap, the calculation gives 0.3684 Eh. The LUMO energy is -0.4 eV.

Last column: Mulliken charge in e.
Atoms and positions in Å:
C -0.90726 0.09900 -0.01081  -0.453
N 1.57321 -0.51097 -0.01189  0.296
O 2.61556 0.00691 -0.00320  -0.208
O 0.41467 0.62182 -0.03774  -0.328
H -1.33412 -0.24851 0.98427  0.220
H -0.79599 -0.80091 -0.55651  0.235
H -1.56607 0.83267 -0.36414  0.239

***

#ii
Below is the molecule CH3NO2, with properties calculated with ωB97M-V/def2-TZVPD.

As for the spin multiplicity: 1. The HOMO energy comes out at -0.3699 hartree. The charge is 0. As for the SMILES: O=CNO. For the HOMO-LUMO gap, the calculation gives 0.4064 Eh. The LUMO energy is 1.0 eV.

Last column: Mulliken charge in e.
Atoms and positions in Å:
C -0.74204 -0.53227 -0.15131  0.093
H 0.66870 1.39728 0.88012  0.380
H 1.29161 -0.66708 -0.15076  0.265
H -1.53959 0.13894 -0.33450  0.363
N 0.54454 -0.00602 0.25389  -0.282
O 0.51114 1.33605 -0.00284  -0.354
O -0.73436 -1.66689 -0.49461  -0.465

***

Which one sits at the top of the stability order? #ii does.

***

#i
Below is the molecule C3H5N3, with properties calculated with ωB97M-V/def2-TZVPD.

As for the spin multiplicity: 1. The HOMO energy comes out at -0.3525 hartree. The charge is 0. As for the SMILES: Cc1cn[nH]n1. For the HOMO-LUMO gap, the calculation gives 0.3888 Eh. The LUMO energy is 1.0 eV.

Last column: Mulliken charge in e.
Atoms and positions in Å:
C 0.59563 -1.25657 -0.91550  -0.951
C 0.07911 -0.10365 -0.08370  0.566
N 0.80411 0.96626 0.04585  -0.361
N 0.11133 1.92205 0.65492  -0.154
N -1.27795 1.31223 1.14195  -0.479
C -1.23277 0.12182 0.60194  -0.076
H 0.33128 -2.21710 -0.46425  0.308
H 0.15375 -1.21252 -1.91900  0.227
H 1.69078 -1.23157 -1.04689  0.285
H 0.76679 2.35944 1.34048  0.272
H -2.02205 -0.66038 0.64420  0.364

***

#ii
Below is the molecule C3H5N3, with properties calculated with ωB97M-V/def2-TZVPD.

As for the spin multiplicity: 1. The HOMO energy comes out at -0.3438 hartree. The charge is 0. As for the SMILES: Cc1c[nH]nn1. For the HOMO-LUMO gap, the calculation gives 0.3758 Eh. The LUMO energy is 0.9 eV.

Last column: Mulliken charge in e.
Atoms and positions in Å:
C -1.73695 -0.23608 0.03485  -0.787
C -0.22515 -0.18573 0.06030  0.401
C 0.69581 0.90299 0.02409  -0.211
H -2.30550 -0.25784 0.96909  0.214
H -2.11280 0.66572 -0.56102  0.231
H -1.85629 -1.28331 -0.47251  0.275
H 0.67740 2.02758 -0.27486  0.268
H 2.72715 0.60831 0.09925  0.214
N 1.88677 0.15454 0.13742  0.355
N 1.80224 -1.08198 -0.08186  -0.665
N 0.44731 -1.31421 0.06525  -0.296

***

Which one sits at the top of the stability order? #i does.

***

#i
Below is the molecule C3H5N3, with properties calculated with ωB97M-V/def2-TZVPD.

As for the spin multiplicity: 1. The HOMO energy comes out at -0.2807 hartree. The charge is 0. As for the SMILES: C=C1C=NNN1. For the HOMO-LUMO gap, the calculation gives 0.3095 Eh. The LUMO energy is 0.8 eV.

Last column: Mulliken charge in e.
Atoms and positions in Å:
C 0.42670 1.69723 -0.02969  -1.259
C 0.31134 0.27631 -0.21761  0.577
N -0.99724 -0.00911 -0.17188  -0.136
N -1.11680 -1.30904 0.20619  -0.039
N 0.05832 -1.93424 0.08649  -0.430
C 0.95154 -1.00120 -0.17264  -0.299
H -1.23205 1.14658 0.02624  0.429
H 0.32778 1.96014 1.02461  0.255
H 1.23313 2.24074 -0.51875  0.242
H -1.96414 -1.81923 0.00454  0.254
H 2.00143 -1.24818 -0.23748  0.407

***

#ii
Below is the molecule C3H5N3, with properties calculated with ωB97M-V/def2-TZVPD.

As for the spin multiplicity: 1. The HOMO energy comes out at -0.3548 hartree. The charge is 0. As for the SMILES: [H]/N=C/[C@@H]1N=C1N. For the HOMO-LUMO gap, the calculation gives 0.3822 Eh. The LUMO energy is 0.7 eV.

Last column: Mulliken charge in e.
Atoms and positions in Å:
N 2.12208 -0.25542 0.58968  -0.436
C 1.03111 -0.43764 -0.17993  0.156
C -0.20941 0.08719 -0.69802  0.131
N -2.35743 0.98103 -0.13438  -0.586
C -1.44178 0.13993 0.12572  -0.137
N 0.43481 -1.29445 -0.88484  -0.571
H 2.86937 -0.92850 0.49378  0.258
H 2.39850 0.68984 0.80205  0.248
H -0.21509 0.76114 -1.55654  0.342
H -3.14046 0.86381 0.51017  0.256
H -1.49170 -0.60693 0.93230  0.340

***

Which one sits at the top of the stability order? #ii does.